Record 1
Below is a structure of composition C43H44InN10OPSSe, with properties calculated with the ωB97M-V functional and the def2-TZVPD basis.

**Spin multiplicity**: 1
**HOMO**: -0.4646 Eh
**Total charge**: +2

Last column: Löwdin charge in e.
CARTESIAN COORDINATES (ANGSTROEM)
In (-0.078778, -0.086157, -0.402315)  0.507
N (-4.250053, 0.957741, -0.012954)  0.099
C (-3.163612, 0.196704, -0.283081)  -0.827
S (-2.216721, 0.599703, -1.693784)  0.703
N (-2.908668, -0.795581, 0.530090)  0.023
N (-1.781552, -1.471663, 0.148405)  -0.083
C (-1.760863, -2.745944, 0.126993)  -0.184
C (-2.862981, -3.585245, 0.647021)  -0.175
C (-3.458027, -4.564947, -0.143787)  -0.031
C (-4.494663, -5.331687, 0.365423)  -0.056
C (-4.924548, -5.137021, 1.669972)  -0.057
C (-4.330711, -4.162230, 2.461601)  -0.051
C (-3.312233, -3.377313, 1.949972)  -0.019
C (-0.594504, -3.347449, -0.565852)  -0.231
C (-0.339875, -4.707347, -0.491941)  0.012
C (0.664321, -5.247784, -1.282350)  -0.012
C (1.357624, -4.410753, -2.137634)  -0.019
C (1.057147, -3.056065, -2.123607)  -0.153
N (0.126186, -2.522425, -1.340874)  0.071
H (-4.582198, 1.583371, -0.726340)  0.093
H (-4.927201, 0.576034, 0.629096)  0.110
H (-3.123824, -4.717779, -1.162672)  0.123
H (-4.967149, -6.079692, -0.256139)  0.113
H (-5.726662, -5.742978, 2.068905)  0.113
H (-4.667445, -4.008237, 3.478093)  0.108
H (-2.871081, -2.595542, 2.554696)  0.085
H (-0.927006, -5.329558, 0.166729)  0.129
H (0.878630, -6.307273, -1.247058)  0.124
H (2.121022, -4.788415, -2.802607)  0.118
H (1.586964, -2.364643, -2.768845)  0.065
C (3.821407, 2.126984, 1.013642)  0.048
C (3.159569, 0.834722, 0.620340)  -0.536
O (1.936825, 0.788305, 0.429029)  -0.160
N (3.935620, -0.244261, 0.550289)  0.116
C (3.456133, -1.552901, 0.125675)  -0.099
C (2.695215, -2.303390, 1.190140)  -0.266
C (3.354411, -3.145611, 2.077284)  0.003
C (2.619285, -3.804361, 3.049846)  -0.023
C (1.245909, -3.602086, 3.089667)  -0.021
C (0.677789, -2.748399, 2.159102)  -0.143
N (1.376728, -2.101047, 1.227858)  0.097
H (3.075784, 2.915709, 1.039508)  0.097
H (4.600470, 2.387363, 0.296167)  0.100
H (4.279113, 2.032701, 1.998918)  0.093
H (4.920470, -0.121658, 0.723181)  0.162
H (4.327196, -2.126225, -0.188105)  0.141
H (2.820035, -1.412749, -0.742432)  0.043
H (4.424501, -3.288275, 1.996445)  0.124
H (3.103210, -4.469334, 3.752128)  0.121
H (0.624766, -4.098720, 3.821807)  0.119
H (-0.395717, -2.577602, 2.157038)  0.090
N (-1.005138, 2.184833, 2.077532)  -0.093
P (-0.454860, 0.603423, 2.355601)  1.056
C (0.841415, 0.823949, 3.623114)  -0.324
C (2.117317, 0.290379, 3.486092)  -0.099
C (3.075578, 0.495281, 4.471349)  -0.064
C (2.765951, 1.242493, 5.596138)  -0.056
C (1.489899, 1.772969, 5.745745)  -0.053
C (0.532000, 1.556910, 4.771105)  -0.081
C (-1.806631, -0.049625, 3.378037)  -0.365
C (-1.522171, -1.048892, 4.308913)  -0.111
C (-2.532633, -1.584787, 5.091676)  -0.071
C (-3.834187, -1.119625, 4.956386)  -0.069
C (-4.118750, -0.115440, 4.042008)  -0.058
C (-3.110876, 0.416630, 3.251050)  -0.105
C (-0.757010, 2.958685, 0.955476)  -0.355
C (-1.077386, 4.322754, 0.994933)  0.005
C (-0.867805, 5.087236, -0.124465)  -0.036
C (-0.345130, 4.483737, -1.268324)  -0.044
C (-0.062067, 3.142906, -1.217228)  -0.173
N (-0.247919, 2.380593, -0.125841)  0.006
H (-1.298303, 2.718551, 2.885180)  0.109
H (2.358339, -0.302307, 2.619918)  0.063
H (4.063395, 0.066101, 4.360828)  0.111
H (3.510351, 1.403075, 6.364127)  0.115
H (1.239010, 2.344644, 6.628806)  0.115
H (-0.470119, 1.942794, 4.924526)  0.112
H (-0.501887, -1.387443, 4.451345)  0.102
H (-2.301258, -2.348416, 5.822112)  0.114
H (-4.622203, -1.529214, 5.574231)  0.114
H (-5.129568, 0.259606, 3.948557)  0.113
H (-3.340577, 1.193062, 2.533666)  0.087
H (-1.486393, 4.750932, 1.900306)  0.121
H (-1.109179, 6.141442, -0.115594)  0.121
H (-0.172195, 5.043971, -2.174936)  0.112
H (0.340316, 2.628791, -2.078384)  0.044
C (3.384056, 2.043311, -4.808490)  -0.022
N (2.187473, 1.301209, -5.179567)  -0.121
C (1.683992, 1.192355, -6.459031)  -0.013
C (0.587266, 0.412394, -6.385524)  -0.013
N (0.433954, 0.048303, -5.063060)  -0.100
C (-0.643212, -0.786569, -4.554560)  -0.003
C (1.415745, 0.597918, -4.330628)  -0.599
Se (1.820545, 0.427876, -2.509927)  0.846
H (3.704252, 2.624724, -5.668154)  0.101
H (4.176224, 1.356948, -4.514932)  0.097
H (3.158727, 2.708505, -3.977825)  0.084
H (2.149505, 1.675294, -7.298733)  0.136
H (-0.094965, 0.087855, -7.149709)  0.136
H (-1.072032, -1.338774, -5.386136)  0.107
H (-1.413463, -0.173140, -4.096013)  0.037
H (-0.251415, -1.482106, -3.814475)  0.061

Cartesian forces (eV/Å) of the 3 atoms listed first:
In 0.01 0.20 -0.31
N 0.00 0.01 0.01
C 0.00 -0.10 -0.01

Record 2
Below is an isolated molecule of C4H9NOS2, with properties calculated with the ωB97M-V functional and the def2-TZVPD basis.

**Spin multiplicity**: 1
**HOMO**: -0.3134 Eh

Last column: Löwdin charge in e.
CARTESIAN COORDINATES (ANGSTROEM)
S (1.909370, -2.914701, -1.571704)  0.288
S (2.143953, -1.103747, -0.682032)  0.358
C (0.886786, 0.279980, -0.986716)  -0.424
C (0.226907, 0.784917, 0.356977)  -0.366
C (0.448989, 2.295928, 0.578769)  -0.192
O (-0.526136, 2.994041, 0.562274)  0.068
N (-1.180518, 0.391249, 0.148708)  -0.114
C (-1.546547, -0.889627, 0.757980)  -0.117
H (0.646679, -3.086811, -1.166869)  -0.221
H (0.043658, 0.131239, -1.667365)  0.091
H (1.598384, 0.958899, -1.458693)  0.043
H (0.644523, 0.173689, 1.215023)  0.132
H (1.483583, 2.625093, 0.770510)  0.132
H (-1.775645, 1.146074, 0.469987)  0.097
H (-1.428528, -0.941595, 1.857147)  0.085
H (-2.591816, -1.153834, 0.522625)  0.085
H (-0.983642, -1.690794, 0.293378)  0.055

Cartesian forces (eV/Å) of the 3 atoms listed first:
S -0.72 0.20 -0.65
S 0.01 0.91 0.99
C 1.22 -0.05 0.02

Record 3
Below is a cluster of 4 separate species, C2H13NO4 in total, with properties calculated with the ωB97M-V functional and the def2-TZVPD basis.

**Spin multiplicity**: 1
**HOMO**: -0.3513 Eh

Last column: Löwdin charge in e.
CARTESIAN COORDINATES (ANGSTROEM)
C (-0.413276, 1.905831, 0.598714)  -0.219
O (0.940417, 1.402651, 0.847373)  -0.100
C (-0.786024, 1.852326, -0.885623)  -0.238
N (-0.772532, 0.441194, -1.446247)  -0.013
H (-1.100828, 1.267509, 1.254270)  0.124
H (-0.259362, 2.924616, 0.979730)  0.110
H (1.593266, 1.570261, 0.203480)  0.050
H (-1.747619, 2.239880, -1.116583)  0.089
H (-0.044535, 2.527110, -1.412341)  0.115
H (-0.751897, 0.552303, -2.494824)  0.088
H (0.013528, -0.135256, -1.208561)  0.003
H (1.599320, -1.245260, 1.691239)  0.075
H (1.757131, -2.812434, 2.163344)  0.031
O (1.288440, -2.175913, 1.666363)  -0.036
H (-0.583638, -1.737172, 1.565880)  -0.033
H (-1.348805, -0.979203, 0.564381)  -0.005
O (-1.312994, -1.149682, 1.497193)  -0.042
H (0.239451, -1.921648, -2.125215)  0.039
H (0.724007, -2.541431, -0.833252)  -0.021
O (0.965957, -1.985673, -1.509313)  -0.017

Cartesian forces (eV/Å) of the 3 atoms listed first:
C 0.83 -0.61 0.53
O -1.59 -1.50 1.55
C 2.18 -0.95 -0.37

Record 4
Below is a cluster of 2 separate species, C2H7FP2 in total, with properties calculated with the ωB97M-V functional and the def2-TZVPD basis.

**Spin multiplicity**: 1
**HOMO (spin up / spin down)**: -0.2916 / -0.3173 Eh

Last column: Löwdin charge in e.
CARTESIAN COORDINATES (ANGSTROEM)
C (-0.882860, 1.278028, 0.303452)  -0.099
C (-0.458300, 0.006475, -0.396564)  -0.686
F (-0.457849, 0.255729, -1.755652)  -0.097
P (2.682619, -0.515255, -0.561534)  0.614
P (-1.233264, -1.542650, -0.031657)  0.827
H (-1.091432, 0.956195, 1.301742)  0.056
H (-0.231198, 2.034245, 0.287418)  0.021
H (-1.824209, 1.644408, -0.213418)  0.110
H (2.046126, -0.697366, 0.631492)  -0.275
H (2.691195, 0.848772, -0.579328)  -0.264
H (-0.242159, -2.372051, -0.389625)  -0.150
H (-0.998673, -1.896529, 1.403678)  -0.058

Cartesian forces (eV/Å) of the 3 atoms listed first:
C -3.21 -3.45 -0.93
C 0.50 2.20 -0.52
F 0.09 -0.60 0.24

Record 5
Below is a cluster of 7 separate species, C26H31Cl8N3O6 in total, with properties calculated with the ωB97M-V functional and the def2-TZVPD basis.

**Spin multiplicity**: 1
**HOMO**: -0.3666 Eh

Last column: Löwdin charge in e.
CARTESIAN COORDINATES (ANGSTROEM)
Cl (3.000099, -2.390430, 1.386870)  0.574
C (3.360815, -0.938343, 2.352777)  -0.674
C (2.586664, -0.878752, 3.636200)  -0.664
Cl (3.327073, -1.915378, 4.887412)  0.558
H (3.176679, -0.068887, 1.720881)  0.035
H (4.426939, -0.931535, 2.573135)  0.067
H (1.570361, -1.239637, 3.518169)  0.047
H (2.571790, 0.157569, 3.971036)  0.058
Cl (-7.810597, -0.290945, 0.292702)  0.542
C (-7.205501, 0.842611, 1.513695)  -0.672
C (-6.031808, 0.300977, 2.293976)  -0.697
Cl (-6.377076, -1.230528, 3.136254)  0.541
H (-8.037551, 1.150573, 2.144495)  0.071
H (-6.882502, 1.753607, 1.004565)  0.070
H (-5.626922, 0.998634, 3.022060)  0.059
H (-5.214515, 0.068033, 1.611665)  0.034
Cl (-4.539280, -0.837331, -4.466758)  0.576
C (-5.154483, 0.311087, -3.260506)  -0.661
C (-4.244104, 1.482287, -3.073770)  -0.646
Cl (-2.664630, 1.018217, -2.397217)  0.597
H (-5.347670, -0.223486, -2.332302)  0.065
H (-6.118202, 0.654796, -3.636001)  0.076
H (-4.696149, 2.230553, -2.426662)  0.076
H (-4.057505, 1.965858, -4.031889)  0.070
Cl (0.560431, 0.132731, -0.007778)  0.637
C (-0.952439, 0.604814, 0.784868)  -0.676
C (-1.120171, -0.188997, 2.052771)  -0.634
Cl (-2.544834, 0.462995, 2.926882)  0.600
H (-1.796717, 0.356610, 0.145501)  0.012
H (-0.952366, 1.667923, 1.002924)  0.067
H (-0.300766, -0.057981, 2.753349)  0.050
H (-1.269128, -1.248651, 1.867606)  0.060
C (-2.543092, -3.579685, -3.067409)  -0.087
C (-2.689979, -4.892723, -2.669504)  -0.064
C (-2.649492, -5.239342, -1.326945)  0.003
C (-2.569870, -4.227711, -0.384103)  -0.145
C (-2.407612, -2.914762, -0.772311)  0.001
C (-2.335879, -2.599417, -2.122402)  -0.084
N (-2.740680, -4.538244, 1.039806)  -0.351
O (-2.619323, -5.695632, 1.372952)  0.090
O (-2.985857, -3.612500, 1.790961)  0.069
H (-2.386342, -3.353346, -4.114797)  0.106
H (-2.790266, -5.693898, -3.389912)  0.110
H (-2.740013, -6.270934, -1.017311)  0.120
H (-2.359172, -2.128546, -0.030171)  0.099
H (-2.109783, -1.568828, -2.353757)  0.044
C (4.774303, 1.229230, -0.503960)  -0.072
C (5.953957, 0.520637, -0.370688)  -0.061
C (6.045947, -0.775192, -0.865776)  0.000
C (4.956756, -1.333278, -1.506031)  -0.166
C (3.781088, -0.637253, -1.651320)  -0.028
C (3.694254, 0.661410, -1.162839)  -0.098
N (5.047874, -2.714217, -2.019527)  -0.351
O (4.084837, -3.154424, -2.591894)  0.086
O (6.034560, -3.367458, -1.724159)  0.075
H (4.697234, 2.241658, -0.123613)  0.096
H (6.772162, 0.911712, 0.219385)  0.110
H (6.950738, -1.343862, -0.703202)  0.121
H (2.894480, -1.063764, -2.099569)  0.118
H (2.791269, 1.222357, -1.349133)  0.065
C (3.041364, 5.077838, -1.114735)  -0.058
C (3.891383, 5.543059, -0.118050)  -0.061
C (3.863214, 4.967904, 1.149888)  -0.001
C (3.000210, 3.913242, 1.374972)  -0.165
C (2.103762, 3.485110, 0.412539)  -0.030
C (2.141235, 4.034396, -0.853897)  -0.060
N (2.947532, 3.297754, 2.698588)  -0.341
O (2.195162, 2.347863, 2.839606)  0.056
O (3.687193, 3.735890, 3.544988)  0.104
H (3.072071, 5.539674, -2.094440)  0.109
H (4.547847, 6.386069, -0.281411)  0.109
H (4.483109, 5.404762, 1.918541)  0.122
H (1.406598, 2.702989, 0.676834)  0.076
H (1.431273, 3.762492, -1.623073)  0.113

Cartesian forces (eV/Å) of the 3 atoms listed first:
Cl 0.03 -0.08 0.01
C 0.47 0.21 -0.25
C -0.15 0.08 -0.01

Record 6
Below is a structure of composition C2H4INO, with properties calculated with the ωB97M-V functional and the def2-TZVPD basis.

**Spin multiplicity**: 1
**HOMO**: -0.3202 Eh

Last column: Löwdin charge in e.
CARTESIAN COORDINATES (ANGSTROEM)
C (0.888470, 0.269949, -0.242392)  -0.752
C (-0.841573, -0.761238, -0.049812)  -0.136
N (1.601043, 0.028279, -1.203081)  0.017
O (-1.428730, -0.441608, 1.120836)  -0.124
I (1.208050, 1.727114, 1.306863)  0.687
H (-0.848316, -1.817156, -0.063234)  0.097
H (-1.334767, -0.079230, -0.684626)  0.073
H (2.422718, 0.573151, -1.445335)  0.053
H (-1.666895, 0.500739, 1.260782)  0.085

Cartesian forces (eV/Å) of the 3 atoms listed first:
C -2.42 -2.44 0.63
C 1.67 4.37 1.13
N 0.21 -0.11 -0.90

Record 7
Below is an isolated molecule of CH3ClO3S2, with properties calculated with the ωB97M-V functional and the def2-TZVPD basis.

**Spin multiplicity**: 1
**HOMO**: -0.3359 Eh

Last column: Löwdin charge in e.
CARTESIAN COORDINATES (ANGSTROEM)
C (1.500852, 0.437720, 0.109662)  -0.084
O (-1.056171, 0.112648, 0.018162)  -0.843
O (0.437374, -1.793652, 1.206295)  -0.261
O (0.296323, -1.602530, -1.315043)  -0.260
S (-2.330861, 1.371399, -0.406293)  0.449
S (0.407270, -1.046368, -0.028523)  0.729
Cl (-3.934989, 0.310350, 0.234292)  0.113
H (0.836008, 1.011364, 0.738305)  0.056
H (2.543566, 0.394898, 0.292104)  0.066
H (1.300629, 0.804170, -0.848961)  0.036

Cartesian forces (eV/Å) of the 3 atoms listed first:
C -2.22 -0.91 -0.18
O -0.42 0.43 0.56
O -0.44 0.80 -1.68

Record 8
Below is a cluster of 2 separate species, C9H14OS in total, with properties calculated with the ωB97M-V functional and the def2-TZVPD basis.

**Spin multiplicity**: 2
**HOMO (spin up / spin down)**: 0.0229 / -0.1223 Eh
**Total charge**: -1
**<S²>**: 0.76

Last column: Löwdin spin population.
CARTESIAN COORDINATES (ANGSTROEM)
C (-0.488050, 2.981494, 0.268703)  0.002
C (1.303826, 3.151693, -1.843260)  0.002
S (1.194870, 3.467418, -0.070815)  0.014
H (-0.557292, 2.765763, 1.339900)  0.002
H (-1.210186, 3.789151, 0.108646)  0.000
H (-0.812585, 2.084720, -0.257730)  0.001
H (2.375379, 3.077285, -2.046904)  0.000
H (0.876031, 3.985376, -2.399737)  0.000
H (0.838432, 2.205903, -2.118794)  0.002
C (0.491888, -1.757222, 2.811640)  0.010
C (-1.585256, -2.154545, -0.390983)  0.235
C (-1.114470, -2.300049, 0.965282)  0.139
C (-0.725914, -1.472011, -1.292584)  0.064
C (0.114939, -1.809299, 1.343025)  0.053
C (0.547398, -1.108701, -0.977395)  0.128
C (0.986781, -1.213192, 0.399263)  0.246
O (-1.192504, -1.224853, -2.594910)  0.009
H (-2.438820, -2.736954, -0.755992)  0.033
H (-1.726414, -2.810015, 1.695429)  0.008
H (-1.844948, -1.914736, -2.778457)  0.007
H (1.300337, -0.814442, -1.692024)  0.005
H (-0.107466, -2.457781, 3.400924)  0.001
H (0.215173, -0.784004, 3.207858)  0.004
H (2.007609, -0.990913, 0.693104)  0.031
H (1.551236, -1.960081, 2.985814)  0.002

Cartesian forces (eV/Å) of the 3 atoms listed first:
C -0.81 0.16 0.66
C 0.25 0.17 0.12
S 0.19 -0.18 -0.03

Quick rundown of energy, same order as above: -152889.292; -29500.443; -11964.129; -23477.917; -144392.431; -13774.305; -41417.356; -22441.326 eV
Quick rundown of relative energy (zero: lowest compared OMol25 entry of this formula, charge and spin), same order as above: 14.9; 47.0; 30.8; 82.9; 1.9; 48.8; 51.1; 5.5 kcal/mol